(1)
C2H9NO | ωB97M-V/def2-TZVPD

For the gap between HOMO and LUMO, the calculation gives 11.123 eV. The energy relative to the best compared isomer or geometry (same formula, charge and spin) comes out at 58.3 kcal/mol. Its SMILES is [H][H].C1CO1.N. The total charge is 0.

Cartesian coordinates (Å):
H (-3.567, -1.246, 3.950)
H (-3.314, -1.421, 3.267)
C (-0.107, 1.590, -2.562)
C (1.079, 1.701, -1.699)
O (-0.126, 2.305, -1.314)
H (-0.790, 0.751, -2.634)
H (-0.107, 2.253, -3.417)
H (1.488, 0.809, -1.252)
H (1.817, 2.396, -2.044)
N (1.077, -2.531, 1.992)
H (0.769, -2.504, 1.026)
H (0.206, -2.435, 2.509)
H (1.572, -1.667, 2.176)


(2)
C2H5NS2 | ωB97M-V/def2-TZVPD

For the gap between HOMO and LUMO, the calculation gives 8.507 eV. The energy relative to the best compared isomer or geometry (same formula, charge and spin) comes out at 76.3 kcal/mol. Its SMILES is CN(S)C=S. The total charge is 0.

Cartesian coordinates (Å):
C (-0.070, 1.346, -0.041)
N (-0.292, -0.101, -0.211)
S (-1.704, -0.897, -0.195)
C (0.866, -1.011, -0.105)
S (2.571, -0.638, -0.128)
H (-0.084, 1.747, 1.162)
H (0.948, 1.524, -0.694)
H (-0.973, 1.781, -0.753)
H (-1.634, -1.625, 1.076)
H (0.373, -2.126, -0.110)


(3)
C3H4O2P | ωB97M-V/def2-TZVPD

For the gap between HOMO and LUMO, the calculation gives 7.399 eV. The energy relative to the best compared isomer or geometry (same formula, charge and spin) comes out at 19.8 kcal/mol. Its SMILES is CC#CP([O-])O. The total charge is -1.

Cartesian coordinates (Å):
C (1.968, -0.583, -0.965)
C (0.805, -0.156, -0.160)
C (-0.140, 0.164, 0.538)
P (-1.796, 1.493, 0.989)
O (-1.924, 1.291, 2.455)
O (-2.976, 0.481, 0.266)
H (2.244, -1.583, -0.892)
H (1.784, -0.374, -2.002)
H (2.915, -0.253, -0.547)
H (-2.881, -0.480, 0.318)


(4)
C59H50BrCsFGeNO3P3SbSe4 | ωB97M-V/def2-TZVPD

For the gap between HOMO and LUMO, the calculation gives 4.026 eV. The energy relative to the best compared isomer or geometry (same formula, charge and spin) comes out at 0.0 kcal/mol. The total charge is -2.

Cartesian coordinates (Å):
Cs (-1.845, -0.654, -0.726)
F (4.947, 0.643, 0.453)
Ge (3.220, 0.184, 0.479)
C (3.502, -1.760, 0.580)
C (4.810, -2.210, 0.408)
C (5.096, -3.572, 0.411)
C (4.081, -4.493, 0.602)
C (2.779, -4.056, 0.815)
C (2.487, -2.700, 0.813)
P (0.826, -2.012, 1.117)
C (-0.294, -3.474, 0.956)
C (-0.839, -3.768, -0.296)
C (-1.757, -4.794, -0.454)
C (-2.130, -5.560, 0.639)
C (-1.572, -5.302, 1.883)
C (-0.662, -4.266, 2.044)
C (0.862, -1.844, 2.947)
C (-0.341, -1.497, 3.563)
C (-0.419, -1.334, 4.935)
C (0.719, -1.486, 5.718)
C (1.924, -1.811, 5.115)
C (1.995, -1.999, 3.739)
C (2.770, 1.025, 2.196)
C (3.826, 0.900, 3.102)
C (3.752, 1.431, 4.380)
C (2.610, 2.112, 4.764)
C (1.557, 2.255, 3.874)
C (1.609, 1.718, 2.588)
P (0.173, 1.846, 1.428)
C (-1.103, 2.615, 2.521)
C (-1.613, 1.857, 3.573)
C (-2.585, 2.361, 4.418)
C (-3.094, 3.636, 4.205)
C (-2.608, 4.397, 3.154)
C (-1.612, 3.895, 2.323)
C (0.600, 3.316, 0.430)
C (-0.075, 3.446, -0.780)
C (0.058, 4.596, -1.546)
C (0.888, 5.617, -1.108)
C (1.587, 5.485, 0.089)
C (1.439, 4.342, 0.860)
C (2.697, 1.118, -1.142)
C (3.202, 2.424, -1.174)
C (3.019, 3.226, -2.284)
C (2.328, 2.733, -3.384)
C (1.849, 1.438, -3.376)
C (2.024, 0.616, -2.259)
P (1.656, -1.181, -2.322)
C (0.143, -1.371, -3.316)
C (-0.767, -0.361, -3.641)
C (-1.901, -0.656, -4.386)
C (-2.143, -1.959, -4.806)
C (-1.270, -2.976, -4.448)
C (-0.140, -2.687, -3.696)
C (2.989, -1.585, -3.551)
C (2.764, -1.990, -4.862)
C (3.829, -2.274, -5.710)
C (5.135, -2.156, -5.263)
C (5.372, -1.744, -3.957)
C (4.310, -1.465, -3.114)
H (5.602, -1.492, 0.247)
H (6.113, -3.907, 0.248)
H (4.299, -5.554, 0.591)
H (1.985, -4.775, 0.977)
H (-0.556, -3.190, -1.168)
H (-2.202, -4.960, -1.425)
H (-2.868, -6.344, 0.523)
H (-1.858, -5.898, 2.741)
H (-0.251, -4.073, 3.026)
H (-1.238, -1.373, 2.965)
H (-1.370, -1.078, 5.387)
H (0.666, -1.344, 6.790)
H (2.819, -1.922, 5.715)
H (2.942, -2.261, 3.285)
H (4.726, 0.380, 2.798)
H (4.579, 1.309, 5.069)
H (2.531, 2.537, 5.758)
H (0.672, 2.791, 4.193)
H (-1.248, 0.851, 3.727)
H (-2.973, 1.742, 5.218)
H (-3.878, 4.024, 4.843)
H (-3.009, 5.385, 2.967)
H (-1.253, 4.508, 1.506)
H (-0.722, 2.658, -1.149)
H (-0.495, 4.655, -2.475)
H (0.998, 6.517, -1.702)
H (2.240, 6.281, 0.427)
H (1.971, 4.252, 1.800)
H (3.746, 2.812, -0.321)
H (3.400, 4.239, -2.287)
H (2.164, 3.360, -4.251)
H (1.349, 1.051, -4.253)
H (-0.628, 0.667, -3.319)
H (-2.604, 0.131, -4.645)
H (-3.050, -2.159, -5.362)
H (-1.472, -3.999, -4.745)
H (0.541, -3.485, -3.410)
H (1.752, -2.071, -5.237)
H (3.628, -2.580, -6.730)
H (5.963, -2.376, -5.926)
H (6.387, -1.636, -3.593)
H (4.517, -1.134, -2.103)
O (-7.920, 1.569, 1.418)
C (-6.581, 1.412, 1.554)
C (-5.663, 2.287, 1.004)
C (-4.324, 1.958, 1.080)
N (-3.863, 0.847, 1.665)
C (-4.765, 0.093, 2.246)
Br (-4.090, -1.505, 3.076)
C (-6.127, 0.297, 2.256)
H (-8.087, 2.103, 0.629)
H (-5.977, 3.133, 0.407)
H (-3.590, 2.585, 0.595)
H (-6.817, -0.410, 2.690)
O (-3.719, -2.457, -1.800)
H (-4.006, -2.551, -2.731)
H (-4.337, -1.749, -1.540)
O (-1.848, 2.708, -3.237)
H (-2.602, 2.380, -2.701)
H (-2.263, 2.664, -4.122)
Se (-5.996, -1.635, -4.239)
Sb (-5.671, 0.786, -3.828)
Se (-4.304, 0.901, -1.714)
Se (-7.737, 1.992, -3.317)
Se (-4.299, 1.820, -5.614)


| no. | calculated total energy (a.u.) |
| --- | --- |
| 1 | -211.4921 |
| 2 | -930.2178 |
| 3 | -608.5495 |
| 4 | -18200.0132 |